C26H30BrHgN7OS | wB97M-V/def2-TZVPD

```
67
Properties=species:S:1:pos:R:3:forces:R:3
Hg -0.36070 -0.54563 0.25999 -0.1 0.0 0.0
C -0.70574 3.95719 1.20555 0.0 0.0 0.0
C -0.77953 2.59520 0.58225 -0.1 -0.1 -0.1
N -0.05117 1.56770 1.04634 0.0 0.1 0.0
N 0.89886 1.80938 1.99376 0.0 0.1 0.0
C 1.54088 0.83995 2.64086 0.0 0.0 0.0
N 2.55706 1.28636 3.46959 0.0 0.0 0.0
S 1.17669 -0.79670 2.55073 0.0 0.0 0.0
C -1.64017 2.31280 -0.51934 0.1 0.0 0.1
C -2.48860 3.27780 -1.12353 0.0 0.0 0.0
C -3.33636 2.90432 -2.13392 0.0 0.0 0.0
C -3.35762 1.57442 -2.57770 0.0 0.0 0.0
C -2.48097 0.69323 -1.97841 0.0 0.0 0.0
N -1.64199 1.03555 -1.00527 -0.1 0.0 0.1
H -0.57210 3.88888 2.28882 0.0 0.0 0.0
H -1.63090 4.50718 1.04946 0.0 0.0 0.0
H 0.10851 4.57218 0.80250 0.0 0.0 0.0
H 1.20954 2.76179 2.12872 0.0 0.0 0.0
H 3.12346 2.03739 3.10054 0.0 0.0 0.0
H 3.11130 0.52130 3.82162 0.0 0.0 0.0
H -2.47018 4.30663 -0.79339 0.0 0.0 0.0
H -3.98971 3.64072 -2.58628 0.0 0.0 0.0
H -4.02870 1.23629 -3.35338 0.0 0.0 0.0
H -2.44188 -0.34566 -2.28979 0.0 0.0 0.0
C 6.79152 -2.93795 -0.06828 0.0 0.0 0.0
C 5.71526 -4.01426 0.07453 0.0 0.0 0.0
C 6.04091 -5.14992 -0.90622 0.0 0.0 0.0
C 5.77346 -4.55665 1.50990 0.0 0.0 0.0
C 4.31662 -3.47152 -0.21296 0.0 0.0 0.0
C 4.07151 -2.15624 -0.55520 0.0 0.1 0.0
C 2.77302 -1.73647 -0.79720 0.0 0.0 0.0
Br 2.50550 0.09122 -1.26561 0.0 0.0 0.0
C 1.64648 -2.56660 -0.70410 0.0 -0.1 -0.1
O 0.42646 -2.14398 -0.95542 0.2 0.0 0.0
C 1.90293 -3.92665 -0.34915 0.0 0.0 0.0
C 3.20966 -4.32270 -0.12412 0.0 0.0 0.0
C 0.73358 -4.90373 -0.18836 0.0 0.0 0.0
C -0.18411 -4.42520 0.94608 0.0 0.0 0.0
C 1.20059 -6.31701 0.17553 0.0 0.0 0.0
C -0.06453 -5.01282 -1.49757 0.0 0.0 0.0
H 7.77183 -3.36765 0.15184 0.0 0.0 0.0
H 6.62314 -2.11115 0.62518 0.0 0.0 0.0
H 6.82249 -2.53418 -1.08272 0.0 0.0 0.0
H 7.03519 -5.55946 -0.70350 0.0 0.0 0.0
H 6.01970 -4.78460 -1.93501 0.0 0.0 0.0
H 5.31733 -5.96226 -0.82576 0.0 0.0 0.0
H 6.76887 -4.95484 1.72873 0.0 0.0 0.0
H 5.04798 -5.35696 1.66341 0.0 0.0 0.0
H 5.55104 -3.76364 2.22697 0.0 0.0 0.0
H 4.87100 -1.43413 -0.64282 0.0 0.0 0.0
H 3.39022 -5.35400 0.14615 0.0 0.0 0.0
H 0.36589 -4.38752 1.89087 0.0 0.0 0.0
H -1.02510 -5.11365 1.06220 0.0 0.0 0.0
H -0.58592 -3.43720 0.73729 0.0 0.0 0.0
H 1.73277 -6.33894 1.13012 0.0 0.0 0.0
H 1.84790 -6.74390 -0.59540 0.0 0.0 0.0
H 0.32432 -6.96122 0.27042 0.0 0.0 0.0
H -0.44961 -4.04292 -1.80310 0.0 0.0 0.0
H -0.90720 -5.69509 -1.35814 0.0 0.0 0.0
H 0.56979 -5.40686 -2.29673 0.0 0.0 0.0
N -2.46892 -1.54032 0.75418 0.0 0.0 0.1
C -3.16457 -2.25896 0.16388 0.1 0.0 0.0
C -3.99633 -3.11792 -0.54146 0.0 0.0 0.0
C -4.86227 -2.58961 -1.52521 0.0 0.0 0.0
N -5.56701 -2.15745 -2.33290 0.0 0.0 0.0
C -3.91928 -4.51066 -0.31283 0.0 -0.1 0.0
N -3.85636 -5.64823 -0.11948 0.0 0.0 0.0
```
Positions in Å, forces in eV/Å.

**Charge**: -1
**Kohn-Sham gap (alpha / beta)**: 5.38 / 7.04 eV
**Expectation value of S²**: 0.769
**Spin multiplicity**: 2

C26H30BrIrN4O2 | wB97M-V/def2-TZVPD

```
64
Properties=species:S:1:pos:R:3:forces:R:3
Ir -0.56014 -0.89534 0.65472 0.2 -0.1 0.1
Br -5.36499 3.59046 4.31804 0.0 0.0 0.0
C -4.30489 2.27475 3.62969 0.0 0.0 0.0
C -4.75496 0.93005 3.63223 0.0 0.0 0.0
C -3.93742 -0.05425 3.17272 0.0 0.0 0.0
C -2.63229 0.24589 2.65731 -0.1 0.0 0.0
C -2.21383 1.61105 2.63053 0.0 0.0 0.0
C -3.01906 2.59341 3.11916 0.0 0.0 0.0
N -1.80784 -0.76704 2.25648 0.1 0.1 0.1
C -1.93243 -1.96642 2.97723 0.0 0.0 0.0
C -1.25564 -3.08383 2.52653 0.0 0.0 0.0
C -1.32891 -4.32956 3.18128 0.0 0.0 0.0
C -0.65311 -5.40558 2.65854 0.0 0.0 0.0
C 0.08984 -5.22890 1.49088 0.0 0.0 -0.1
C 0.14493 -3.98129 0.89862 0.0 0.0 -0.1
N -0.49910 -2.91488 1.39158 0.0 0.1 -0.1
H -5.74683 0.70061 3.99738 0.0 0.0 0.0
H -4.29246 -1.07441 3.15054 0.0 0.0 0.0
H -1.20736 1.83985 2.31565 0.0 0.0 0.0
H -2.67444 3.61757 3.16822 0.0 0.0 0.0
H -2.45728 -1.96945 3.92012 0.0 0.0 0.0
H -1.92587 -4.41826 4.07829 0.0 0.0 0.0
H -0.69631 -6.37106 3.14362 0.0 0.0 0.0
H 0.63798 -6.04631 1.04620 0.0 0.0 0.0
H 0.73990 -3.81179 0.01677 0.0 0.0 0.0
O 2.13420 -2.29172 -0.68135 0.0 -0.1 0.1
C 1.48016 -1.59889 -1.43865 0.1 0.1 0.1
O 0.39522 -0.95152 -1.16044 -0.2 -0.2 -0.1
C 2.01105 -1.38426 -2.85999 0.0 0.0 0.0
N 3.09959 -2.41243 -3.08369 0.0 0.0 0.1
C 4.37998 -1.69164 -3.46428 0.0 0.0 0.0
C 3.88705 -0.35294 -3.97975 0.0 0.0 0.0
C 2.72269 -0.03277 -3.04210 0.0 0.0 0.0
H 1.22644 -1.53970 -3.59844 0.0 0.0 0.0
H 2.83355 -3.09141 -3.79474 0.0 0.0 0.0
H 3.20100 -2.90248 -2.18078 0.0 0.0 0.0
H 4.93143 -2.29257 -4.18173 0.0 0.0 0.0
H 4.96684 -1.58882 -2.55358 0.0 0.0 0.0
H 3.53943 -0.44415 -5.01045 0.0 0.0 0.0
H 4.67135 0.39975 -3.95554 0.0 0.0 0.0
H 2.05358 0.71806 -3.45340 0.0 0.0 0.0
H 3.09183 0.32789 -2.07957 0.0 0.0 0.0
C -0.64751 1.96192 -3.15912 0.0 0.0 0.0
N -1.05345 2.75366 -2.02801 0.0 0.0 0.0
C -1.33332 4.15371 -2.21506 0.0 0.0 0.0
C -1.24854 2.09565 -0.75246 0.0 0.0 0.1
C 0.03741 2.04762 0.08049 0.0 0.0 0.0
C 0.82919 3.18328 0.20241 0.0 0.0 0.0
C 1.94169 3.19088 1.03587 0.0 0.0 0.0
C 2.25938 2.06113 1.76928 0.0 0.0 0.0
C 1.46709 0.92230 1.66289 0.0 0.0 0.0
C 0.36198 0.89596 0.81608 0.0 0.0 0.0
H -0.08162 2.56946 -3.86292 0.0 0.0 0.0
H -1.55438 1.60213 -3.66332 0.0 0.0 0.0
H -0.08092 1.10307 -2.80361 0.0 0.0 0.0
H -2.12195 4.25502 -2.97066 0.0 0.0 0.0
H -0.44482 4.65159 -2.61467 0.0 0.0 0.0
H -1.64954 4.61234 -1.28406 0.0 0.0 0.0
H -1.58429 1.07735 -0.96338 0.0 0.0 0.0
H -2.03718 2.62827 -0.21821 0.0 0.0 0.0
H 0.58454 4.08831 -0.33986 0.0 0.0 0.0
H 2.54592 4.08402 1.11749 0.0 0.0 0.0
H 3.11589 2.06128 2.42981 0.0 0.0 0.0
H 1.72155 0.04537 2.24719 0.0 0.0 0.0
```
Positions in Å, forces in eV/Å.

**Charge**: +3
**Kohn-Sham gap (alpha / beta)**: 7.16 / 5.62 eV
**Expectation value of S²**: 8.796
**Spin multiplicity**: 6

C26H30ClFeN11O3S2 | wB97M-V/def2-TZVPD

```
74
Properties=species:S:1:pos:R:3:forces:R:3
Fe -0.65113 0.35114 -0.05769 -0.3 0.4 -0.3
O -2.84459 -2.63009 1.44187 -0.1 0.0 0.0
C -2.35576 -1.60013 1.01975 0.0 0.1 0.0
N -1.22433 -1.48756 0.25009 0.1 0.1 0.4
C -0.54024 -2.78706 0.22676 0.0 -0.1 -0.1
C 0.39091 -3.06247 1.38724 0.0 -0.1 0.0
C 0.28524 -4.26983 2.06812 0.0 0.1 0.1
C 1.14765 -4.52734 3.11947 0.0 0.0 0.0
C 2.09114 -3.57058 3.45865 0.0 0.0 0.0
C 2.13085 -2.40496 2.71414 0.0 0.0 -0.1
N 1.30704 -2.14727 1.69867 0.2 0.0 -0.2
C -3.01723 -0.29904 1.30575 -0.1 0.0 0.0
C -4.20326 -0.23085 2.01170 0.0 0.0 0.0
C -4.71242 1.01566 2.31886 0.0 0.0 0.0
C -4.01204 2.14292 1.90989 0.0 0.0 0.0
C -2.83831 1.98644 1.19991 -0.1 0.0 0.0
N -2.35400 0.77703 0.89388 0.0 0.0 0.1
H -1.32738 -3.53973 0.28276 0.1 -0.1 -0.1
H -0.03435 -2.94930 -0.72166 0.1 0.1 0.0
H -0.48284 -4.97986 1.79268 0.0 0.0 0.0
H 1.07814 -5.45495 3.67201 0.0 0.0 0.0
H 2.78075 -3.72188 4.27700 0.0 0.0 0.0
H 2.86912 -1.63900 2.93877 0.0 0.0 0.0
H -4.66747 -1.15614 2.32094 0.0 0.0 0.0
H -5.63207 1.11426 2.87964 0.0 0.0 0.0
H -4.36536 3.13840 2.13749 0.0 0.0 0.0
H -2.27419 2.84347 0.86886 0.0 0.0 0.0
N 1.01090 3.30797 1.15634 -0.1 0.0 0.0
C 0.18448 3.42799 0.11017 0.0 0.0 0.0
N -0.45270 2.42031 -0.45688 0.0 -0.1 0.0
C -1.24674 2.87001 -1.50736 0.0 0.0 0.0
C -1.19149 4.19107 -1.75704 0.0 0.0 0.0
S -0.12804 4.95827 -0.63562 0.0 0.0 0.0
C -2.01622 1.84150 -2.19388 0.0 0.1 0.0
C -2.92108 1.98123 -3.18116 0.0 0.0 0.0
S -3.52683 0.43582 -3.64744 0.0 0.0 0.0
C -2.51497 -0.31629 -2.46700 0.1 -0.2 -0.1
N -1.77949 0.53619 -1.78336 0.0 0.0 0.3
N -2.44961 -1.65327 -2.32108 -0.1 0.1 -0.1
H 1.38787 4.12275 1.60594 0.0 0.0 0.0
H 0.99614 2.40309 1.62304 0.0 0.0 0.0
H -1.69589 4.75204 -2.52485 0.0 0.0 0.0
H -3.26254 2.88423 -3.65704 0.0 0.0 0.0
H -3.15959 -2.21945 -2.75432 0.0 0.0 0.0
H -2.08787 -1.95194 -1.41836 0.1 0.0 0.0
Cl 0.82328 0.01273 5.36425 0.0 0.0 0.0
C 0.99744 0.73182 3.76600 0.0 0.0 0.0
C 0.02059 0.16691 2.74238 0.1 -0.2 0.0
O -0.81653 -0.65230 3.01104 -0.2 0.3 0.0
O 0.26852 0.69880 1.55522 0.0 -0.1 0.0
H 0.83698 1.80673 3.85452 0.0 0.0 0.0
H 2.01483 0.56103 3.41679 0.0 0.0 0.0
C 2.30433 0.62594 -0.45919 0.1 0.0 -0.1
N 3.55145 0.59151 -1.19702 -0.1 0.0 0.0
C 3.41232 1.41387 -2.39809 0.0 0.0 0.0
N 2.33819 0.92268 -3.26446 0.0 0.0 0.0
C 1.09269 0.94469 -2.52979 0.1 0.0 -0.1
N 1.14094 0.12096 -1.27045 0.0 0.1 0.2
C 1.51164 -1.26369 -1.71990 -0.1 0.0 -0.1
N 2.75485 -1.30567 -2.45941 0.0 0.0 0.0
C 3.82530 -0.78765 -1.60515 0.0 0.0 0.0
C 2.64284 -0.45793 -3.64106 0.0 0.0 0.0
H 2.09765 1.65467 -0.17614 0.0 0.0 0.0
H 2.36113 0.00392 0.42866 0.0 -0.1 0.1
H 4.34935 1.40173 -2.95510 0.0 0.0 0.0
H 3.19295 2.44287 -2.10389 0.0 0.0 0.0
H 0.29663 0.54555 -3.16007 0.0 0.0 0.0
H 0.86667 1.97317 -2.26757 0.1 0.0 0.0
H 0.70248 -1.63077 -2.35737 0.0 0.0 0.1
H 1.61589 -1.86928 -0.83255 0.0 -0.1 0.2
H 4.76757 -0.82113 -2.15261 0.0 0.0 0.0
H 3.90967 -1.41466 -0.71609 0.0 0.0 0.0
H 1.84780 -0.83915 -4.28501 0.0 0.0 0.0
H 3.58233 -0.48017 -4.19359 0.0 0.0 0.0
```
Positions in Å, forces in eV/Å.

**Charge**: +1
**Kohn-Sham gap (alpha / beta)**: 8.38 / 7.98 eV
**Expectation value of S²**: 0.775
**Spin multiplicity**: 2

ΔE to the lowest compared entry with this formula, charge and spin: 4.14; 5.38; 17.86 (kcal per mole)